No. 1
{
  "formula": "C3H9N3",
  "method": "ωB97M-V with the def2-TZVPD basis set",
  "elements": ["C", "C", "C", "H", "H", "H", "H", "H", "H", "H", "H", "H", "N", "N", "N"],
  "xyz": [[-2.01431, -0.54035, 0.04450], [1.41411, -0.82972, -0.71463], [0.57315, 1.21590, 0.29020], [-2.36768, 0.47743, 0.19091], [-2.01584, -0.75408, -1.04297], [-2.68352, -1.24539, 0.57231], [-0.60133, -0.67506, 1.52743], [2.24215, -0.96752, 0.03271], [0.97699, -1.77979, -1.03538], [1.83942, -0.27338, -1.58044], [-0.31676, 1.62980, 0.77216], [1.59671, 2.78553, 0.39717], [-0.66857, -0.79393, 0.53516], [0.34645, -0.07361, -0.09117], [1.67904, 1.82415, 0.10203]],
  "atomic_forces_ev_per_a": [[0.08, -0.66, -0.48], [0.70, 0.12, 0.28], [-0.08, -0.04, 0.13], [-0.09, 0.26, 0.07], [-0.17, 0.04, 0.61], [0.20, 0.38, -0.38], [-0.04, -0.01, 0.51], [-0.54, -0.18, -0.76], [0.33, 0.16, 0.10], [-0.40, -0.34, 0.64], [0.07, 0.23, 0.08], [0.03, 0.20, 0.15], [0.02, -0.27, -0.12], [0.15, 0.45, -0.57], [-0.26, -0.35, -0.24]],
  "lowdin_charge": [-0.1101, -0.0656, -0.3014, 0.0590, 0.0882, 0.0846, 0.1042, 0.0921, 0.0792, 0.0851, 0.1202, 0.0262, -0.1020, -0.2388, 0.0791],
  "lumo_energy_ev": 0.93,
  "max_force_ha_per_bohr": 0.018,
  "e_above_lowest_kcal_mol": 40.5,
  "homo_lumo_gap_ev": 9.659,
  "smiles": "[H]/N=C/N(C)NC",
  "total_energy_ha": -283.91851
}


No. 2
{
  "formula": "C18H18ClF2N3O3S",
  "method": "ωB97M-V with the def2-TZVPD basis set",
  "elements": ["O", "C", "N", "C", "C", "C", "C", "C", "C", "F", "H", "F", "H", "H", "H", "C", "N", "C", "C", "N", "S", "O", "O", "C", "C", "C", "C", "C", "C", "H", "H", "Cl", "H", "H", "C", "C", "H", "H", "H", "H", "H", "H", "H", "H", "H", "H"],
  "xyz": [[3.65586, 0.67474, -2.50442], [2.79144, 0.86321, -1.68192], [2.08990, -0.09406, -1.02191], [2.11527, -1.47329, -1.13827], [3.00975, -2.17540, -1.94296], [2.96702, -3.55639, -1.99750], [2.02919, -4.24087, -1.24515], [1.12035, -3.58233, -0.43281], [1.18345, -2.20756, -0.39804], [0.30558, -1.52269, 0.38364], [0.39258, -4.12107, 0.15142], [1.99048, -5.58490, -1.29939], [3.65614, -4.10580, -2.61799], [3.73033, -1.62114, -2.52127], [1.38267, 0.30624, -0.40166], [2.35548, 2.26368, -1.21612], [1.05761, 2.19250, -0.58123], [0.82207, 2.99319, 0.60177], [-0.37388, 2.37690, 1.32999], [-1.52159, 2.38051, 0.45241], [-2.97011, 1.98065, 1.18963], [-3.99964, 2.14536, 0.21003], [-3.03900, 2.71898, 2.41333], [-2.77759, 0.23356, 1.55171], [-2.15592, -0.15277, 2.72403], [-1.87903, -1.49134, 2.94215], [-2.22663, -2.42038, 1.97113], [-2.86936, -2.03565, 0.80240], [-3.14115, -0.69495, 0.59422], [-3.64585, -0.35594, -0.29643], [-3.14206, -2.77507, 0.06609], [-1.85537, -4.08309, 2.22156], [-1.39145, -1.81331, 3.84867], [-1.91092, 0.59776, 3.45869], [-1.29262, 1.69907, -0.80107], [-0.06793, 2.29683, -1.49107], [0.14983, 1.73218, -2.39954], [-0.27223, 3.34433, -1.76165], [-2.18999, 1.83194, -1.40492], [-1.12102, 0.62338, -0.63598], [-0.64498, 2.95612, 2.21210], [-0.11404, 1.34912, 1.63115], [1.70000, 2.95467, 1.24900], [0.60040, 4.04342, 0.35739], [3.10385, 2.60430, -0.49548], [2.39312, 2.94538, -2.07575]],
  "atomic_forces_ev_per_a": [[0.33, 0.03, -0.29], [-0.32, 0.04, 0.26], [-0.41, 0.24, 0.41], [0.06, -0.45, -0.06], [-0.11, 0.12, 0.10], [-0.19, -0.32, 0.14], [0.08, 0.30, -0.06], [0.09, 0.00, -0.08], [0.20, 0.05, -0.18], [0.19, -0.08, -0.14], [-0.10, -0.05, 0.08], [-0.02, 0.00, 0.02], [0.06, -0.08, -0.06], [0.03, 0.03, -0.02], [0.21, -0.09, -0.21], [0.03, 0.01, -0.06], [0.09, 0.39, 0.02], [-0.23, -0.14, 0.21], [0.45, 0.27, 0.49], [-0.88, 0.04, 0.36], [0.09, 0.08, -0.06], [0.12, -0.31, -0.17], [0.27, -0.22, 0.14], [-0.09, 0.72, -0.16], [0.02, 0.01, 0.13], [-0.02, -0.05, -0.08], [-0.13, 0.36, -0.04], [0.05, 0.00, 0.10], [-0.09, -0.06, -0.08], [-0.06, -0.04, -0.14], [-0.02, -0.07, -0.05], [0.07, -0.27, 0.04], [0.03, -0.04, 0.07], [0.07, 0.03, 0.14], [0.00, -0.13, -0.70], [-0.28, -0.18, 0.13], [-0.05, 0.01, 0.01], [0.05, -0.05, -0.05], [0.11, -0.08, -0.13], [0.04, 0.06, -0.08], [0.18, -0.03, 0.03], [0.07, 0.08, 0.00], [-0.05, 0.01, -0.01], [0.05, -0.01, 0.04], [-0.03, 0.00, -0.04], [0.03, -0.10, 0.04]],
  "lowdin_charge": [0.0767, -0.4429, 0.1430, -0.1552, 0.0109, -0.0027, -0.2762, 0.0700, -0.1876, 0.0605, 0.1064, 0.0636, 0.1200, 0.1084, 0.1211, -0.0780, -0.2175, -0.1454, -0.1809, -0.2196, 0.6684, -0.2734, -0.2741, -0.2695, -0.0557, -0.0860, -0.6746, -0.0884, -0.0582, 0.1191, 0.1124, 0.7085, 0.1114, 0.1187, -0.1797, -0.1416, 0.1349, 0.1350, 0.1244, 0.1162, 0.1221, 0.1232, 0.1288, 0.1329, 0.1346, 0.1361],
  "lumo_energy_ev": 0.29,
  "max_force_ha_per_bohr": 0.019,
  "e_above_lowest_kcal_mol": 0.0,
  "homo_lumo_gap_ev": 8.989,
  "smiles": "O=C(CN1CCN(S(=O)(=O)c2ccc(Cl)cc2)CC1)Nc1ccc(F)cc1F",
  "total_energy_ha": -2144.83450
}


No. 3
{
  "formula": "C26H57B2I2N3O10P",
  "method": "ωB97M-V with the def2-TZVPD basis set",
  "elements": ["C", "C", "C", "C", "O", "P", "C", "N", "C", "C", "O", "N", "C", "C", "O", "C", "C", "I", "C", "C", "I", "C", "B", "N", "O", "B", "O", "O", "O", "H", "H", "H", "H", "H", "H", "H", "H", "H", "H", "H", "H", "H", "H", "H", "H", "H", "H", "H", "H", "H", "H", "H", "H", "H", "H", "H", "H", "H", "H", "H", "H", "H", "C", "C", "C", "O", "C", "H", "H", "H", "H", "H", "H", "H", "H", "C", "C", "C", "O", "C", "H", "H", "H", "H", "H", "H", "H", "H", "C", "C", "C", "O", "C", "H", "H", "H", "H", "H", "H", "H", "H"],
  "xyz": [[0.39361, -4.32443, -1.32488], [1.67197, -3.32563, -1.40507], [1.33442, -2.25071, -2.54206], [1.14526, -0.74235, -1.96693], [-0.23330, -0.46797, -1.78126], [-0.81110, 0.96488, -2.57009], [-0.38772, 0.39518, -4.38676], [-1.07439, -0.95460, -4.58653], [-1.35005, 2.75150, -3.12952], [-0.70867, 3.88365, -2.19602], [-1.40807, 4.64526, -1.47161], [0.75710, 4.15273, -2.16206], [1.06070, 5.58515, -2.42580], [1.23232, 3.82014, -0.77319], [-2.38031, 0.25878, -2.94964], [-3.15657, -0.06287, -1.76855], [-4.68155, -0.45992, -1.96043], [-5.57415, -1.41896, -0.19221], [-5.68007, 0.67864, -2.44283], [-7.10617, -0.04905, -2.74319], [-5.13519, 1.70862, -4.26903], [-2.66933, 0.88569, -0.56152], [-2.26975, 0.19168, 0.88177], [-3.22044, -0.14754, 1.97371], [-0.86602, -0.08620, 1.15740], [-3.45116, 2.26220, -0.22109], [-3.55601, 2.75175, 1.14759], [-4.07575, 3.12911, -1.21615], [-1.35615, 1.41535, -0.95464], [0.65853, -5.30907, -0.82697], [-0.41042, -3.73234, -0.77704], [0.06531, -4.53980, -2.40213], [2.56252, -3.94601, -1.78288], [1.91271, -2.84606, -0.40815], [2.16913, -2.20370, -3.32841], [0.37387, -2.51933, -3.07809], [1.71082, -0.07027, -2.67970], [1.70392, -0.69290, -0.96364], [0.43770, 1.62362, -2.30627], [-0.84359, 1.07563, -5.17104], [0.72929, 0.33467, -4.57493], [-1.76581, -0.80930, -5.34047], [-0.40302, -1.63302, -4.98596], [-2.47778, 2.83157, -3.19947], [-0.95337, 3.00219, -4.18217], [0.20081, 6.13937, -2.90830], [1.36117, 6.05385, -1.42282], [1.97872, 5.72695, -3.10425], [2.35354, 4.01067, -0.65469], [0.70159, 4.51267, -0.03916], [1.04158, 2.73834, -0.49448], [-2.69859, -1.07811, -1.45879], [-4.70312, -1.27617, -2.76645], [-5.91346, 1.39302, -1.57897], [-7.76922, -0.09317, -1.81901], [-7.62309, 0.51946, -3.57782], [-6.96877, -1.12585, -3.09698], [-2.84102, 0.32577, 2.81732], [-4.15387, 0.25354, 1.84364], [-0.80364, 0.11752, 2.11986], [-4.29926, 3.39115, 1.20030], [-4.99629, 3.31769, -0.95260], [-1.14826, -3.31849, 4.56070], [-2.05896, -2.75294, 5.63044], [-1.31301, -1.50044, 6.05004], [-0.59851, -1.03733, 4.89694], [-0.63317, -2.06067, 3.88908], [-1.65081, -3.99511, 3.86807], [-0.31858, -3.86018, 5.02766], [-3.02441, -2.48317, 5.19065], [-2.24147, -3.43809, 6.46023], [-0.57963, -1.71832, 6.83402], [-1.98162, -0.71414, 6.40786], [-1.31104, -1.72826, 3.09776], [0.36354, -2.19042, 3.46205], [6.47679, -0.13551, -4.64814], [6.19042, -1.15113, -5.73304], [5.00105, -1.89727, -5.15895], [4.27802, -0.96330, -4.34832], [5.08130, 0.20967, -4.16481], [7.03420, 0.73541, -4.99688], [7.04680, -0.60593, -3.84021], [5.89978, -0.63725, -6.65502], [7.03513, -1.80444, -5.95857], [5.32268, -2.72278, -4.51443], [4.34263, -2.29683, -5.93362], [4.64153, 1.01434, -4.76378], [5.06179, 0.50742, -3.11456], [3.67758, 0.05855, 8.83411], [3.36288, 0.10534, 7.35383], [1.98045, -0.51571, 7.30634], [1.34015, -0.19718, 8.55071], [2.31978, 0.33061, 9.45336], [4.43867, 0.77628, 9.14482], [4.01990, -0.94443, 9.10942], [3.31682, 1.14583, 7.01708], [4.08840, -0.42209, 6.73282], [2.03728, -1.60707, 7.22809], [1.37926, -0.13862, 6.47662], [2.13802, 1.40638, 9.55419], [2.20423, -0.13540, 10.43459]],
  "atomic_forces_ev_per_a": [[0.83, 0.83, -0.10], [-0.65, -1.01, -1.54], [0.51, 0.98, 0.28], [0.54, -1.68, 0.06], [1.21, -0.27, -1.16], [0.29, 1.12, -0.35], [-0.37, -0.61, -0.27], [1.22, -0.10, -1.62], [0.52, 1.77, -0.63], [-2.73, 1.63, 1.28], [1.72, -2.32, -2.20], [-0.08, -0.52, 0.27], [0.74, 0.62, 0.23], [0.31, 0.02, 0.51], [-2.16, 0.85, 2.47], [2.21, -2.26, 1.12], [0.59, 1.31, -2.33], [0.58, 0.37, -0.59], [-2.05, -1.78, 1.51], [0.02, 0.22, -0.45], [0.08, -0.28, 0.66], [0.84, 0.50, 0.62], [0.79, -1.04, -0.10], [0.90, 1.58, -0.07], [-2.52, 1.28, 0.85], [-0.83, 1.74, 0.10], [-0.80, -0.81, -1.82], [0.01, -1.74, 1.42], [-1.49, 0.16, -0.74], [-0.51, 1.21, -0.34], [0.76, -1.13, -0.73], [0.34, 0.26, 1.64], [-1.07, 0.88, 0.84], [-0.31, -0.58, -1.18], [-1.04, -0.20, 1.15], [1.08, 0.34, 0.72], [-0.97, -0.28, 0.75], [-0.78, 0.07, -1.16], [0.10, -0.58, -0.01], [0.72, -0.37, 1.13], [-1.25, 0.03, 0.22], [0.35, -0.25, 0.73], [-0.35, 0.57, 0.20], [1.37, 0.32, 0.52], [-0.30, -0.48, 1.40], [0.90, -0.68, 0.75], [-0.73, -0.11, -1.41], [-1.25, -0.53, 0.83], [-1.41, -0.22, -0.50], [0.52, -0.91, -0.66], [0.01, 1.30, -0.51], [-0.74, 1.13, -0.30], [0.06, 1.11, 1.26], [0.80, -0.66, -1.56], [0.92, 0.20, -1.17], [0.40, -0.72, 1.16], [0.01, 1.43, 0.40], [-0.42, -0.75, -0.34], [0.48, -0.25, -0.05], [0.37, -0.61, -0.83], [1.06, -0.26, -0.10], [0.71, 0.20, -0.19], [0.28, -0.31, 0.02], [-0.44, 0.03, 0.02], [0.24, 0.16, 0.14], [-0.13, -0.17, 0.14], [-0.10, 0.15, -0.40], [0.04, 0.09, 0.00], [-0.05, -0.01, -0.04], [0.05, -0.02, 0.03], [0.03, 0.06, -0.01], [-0.10, 0.00, 0.10], [0.11, 0.04, -0.05], [0.05, -0.19, -0.03], [-0.02, 0.13, 0.05], [0.31, 0.04, 0.30], [0.03, 0.00, -0.44], [-0.23, -0.16, 0.25], [0.40, 0.01, -0.18], [-0.35, 0.17, -0.01], [-0.05, -0.03, 0.03], [-0.01, 0.06, -0.04], [0.02, -0.06, 0.03], [-0.06, 0.01, 0.02], [0.04, -0.07, -0.08], [-0.06, 0.04, 0.10], [0.05, 0.07, 0.06], [-0.12, -0.07, -0.04], [0.28, -0.22, 0.24], [0.07, 0.27, -0.26], [-0.25, -0.18, -0.14], [0.35, 0.05, 0.05], [-0.30, 0.16, 0.02], [-0.06, -0.03, 0.01], [0.00, 0.07, 0.02], [0.01, -0.08, -0.02], [-0.07, 0.02, 0.02], [0.04, 0.00, -0.10], [-0.06, -0.08, 0.10], [0.08, 0.01, 0.08], [-0.10, 0.00, -0.05]],
  "lowdin_charge": [-0.1331, -0.2444, -0.1787, -0.2755, -0.2954, 0.6197, -0.2728, -0.0706, -0.1601, -0.3789, 0.0122, -0.1993, -0.1254, -0.1164, -0.3197, -0.3246, -0.6281, 0.9158, -0.7966, -0.2658, 0.8914, -0.1911, -0.4872, 0.1066, 0.0739, -0.4602, 0.0871, 0.0369, -0.2644, 0.0540, 0.0777, 0.0704, 0.0909, 0.0936, 0.0910, 0.0815, 0.0836, 0.1176, 0.0400, 0.0693, 0.0744, 0.0526, 0.0430, 0.0303, 0.0857, 0.0872, 0.0767, 0.0790, 0.0860, 0.0875, 0.0841, 0.1408, 0.1010, 0.0730, 0.0392, 0.0253, 0.0698, 0.0838, 0.0068, 0.0811, 0.0991, 0.0849, -0.1698, -0.1754, -0.2063, -0.1529, -0.1962, 0.1161, 0.1123, 0.1159, 0.1103, 0.1028, 0.1196, 0.0937, 0.1249, -0.1836, -0.1848, -0.2087, -0.1510, -0.2002, 0.1108, 0.1136, 0.1140, 0.1096, 0.1168, 0.1175, 0.1204, 0.1207, -0.1844, -0.1751, -0.2085, -0.1433, -0.2120, 0.1105, 0.1131, 0.1175, 0.1145, 0.1193, 0.1128, 0.1157, 0.1136],
  "lumo_energy_ev": 2.08,
  "max_force_ha_per_bohr": 0.071,
  "total_charge": -1,
  "homo_lumo_gap_ev": 6.788,
  "total_energy_ha": -2927.99467
}


No. 4
{
  "formula": "C4H10N2O",
  "method": "ωB97M-V with the def2-TZVPD basis set",
  "elements": ["C", "N", "C", "N", "O", "C", "C", "H", "H", "H", "H", "H", "H", "H", "H", "H", "H"],
  "xyz": [[0.62912, 0.37377, 1.05326], [-0.79330, 0.16362, 1.01818], [-1.55805, 0.46970, -0.08389], [-2.69995, -0.30939, -0.23873], [-1.28937, 1.35652, -0.86130], [1.56002, -0.49749, 0.19967], [1.41235, -0.13882, -1.27754], [0.94245, 1.42001, 0.96600], [0.93256, 0.25943, 2.10612], [-1.03807, -0.70024, 1.47520], [-3.09947, -0.60771, 0.62891], [-3.26957, 0.11109, -0.95069], [1.42039, -1.54727, 0.48068], [2.59267, -0.33599, 0.51582], [0.44260, -0.27646, -1.74508], [2.13566, -0.65264, -1.91861], [1.67996, 0.91185, -1.36801]],
  "atomic_forces_ev_per_a": [[1.80, 0.77, 1.56], [-0.02, -0.55, -0.20], [-0.11, 0.11, 0.02], [1.03, 0.30, 0.05], [0.26, 0.19, -0.28], [-0.70, -0.09, -0.01], [0.93, -0.20, -0.38], [-0.71, 0.08, -0.77], [-0.27, -0.50, -0.08], [-0.16, -0.06, -0.05], [-0.63, -0.17, -0.02], [-0.59, -0.12, 0.18], [-0.39, -0.10, -0.50], [-0.01, 0.44, 0.00], [-0.19, -0.07, 0.37], [-0.01, -0.23, 0.21], [-0.23, 0.20, -0.09]],
  "lowdin_charge": [-0.2345, 0.0555, -0.6293, 0.1450, 0.0529, -0.2354, -0.1095, 0.1224, 0.1139, 0.1274, 0.0846, 0.0974, 0.1013, 0.1032, 0.0622, 0.0673, 0.0756],
  "lumo_energy_ev": 0.86,
  "max_force_ha_per_bohr": 0.049,
  "e_above_lowest_kcal_mol": 10.9,
  "homo_lumo_gap_ev": 10.564,
  "smiles": "CCCNC(N)=O",
  "total_energy_ha": -343.18408
}


- Number 1 is which compound?
  C3H9N3